Entry 1:
{
  "formula": "C4H9NOS",
  "method": "ωB97M-V/def2-TZVPD",
  "symbols": ["O", "C", "N", "C", "C", "S", "C", "H", "H", "H", "H", "H", "H", "H", "H", "H"],
  "coordinates": [[-0.81098, -1.38857, -0.26029], [-1.19384, -0.25232, -0.42748], [-0.41349, 0.82983, -0.02966], [0.75217, 0.63845, 0.77524], [1.65471, -0.52401, 0.26092], [3.29848, -0.36836, 0.97842], [-2.50801, 0.12848, -1.03002], [-0.52864, 1.67868, -0.56130], [0.44843, 0.49848, 1.82052], [1.34744, 1.55346, 0.78434], [1.27894, -1.50918, 0.48832], [1.83258, -0.42446, -0.81407], [3.36721, -1.56936, 1.59064], [-2.97885, -0.73858, -1.48925], [-2.38492, 0.89366, -1.81002], [-3.16123, 0.55380, -0.27630]],
  "forces_ev_per_a": [[-0.08, -0.05, 0.29], [-0.09, 0.25, -0.07], [0.07, -0.30, -0.29], [-0.15, 0.69, 0.15], [0.84, -0.39, 0.47], [-0.28, -0.01, -0.18], [-0.07, 0.11, -0.75], [0.04, 0.13, 0.24], [0.22, -0.53, -0.19], [-0.17, 0.13, -0.15], [-0.16, -0.07, -0.08], [-0.20, 0.12, -0.06], [0.00, 0.05, 0.07], [0.06, 0.01, 0.16], [0.04, -0.13, 0.20], [-0.09, -0.01, 0.20]],
  "mulliken_spin": [0.026, -0.011, 0.087, 0.041, -0.002, 0.838, 0.000, -0.004, 0.010, -0.012, -0.010, 0.047, -0.010, 0.000, 0.000, 0.000],
  "homo_lumo_gap_ha": [0.3763, 0.1783],
  "multiplicity": 2,
  "total_charge": 1,
  "lumo_energy_ha": [-0.13806, -0.33227]
}

Entry 2:
{
  "formula": "C56H62F3GeN5O4Rb",
  "method": "ωB97M-V/def2-TZVPD",
  "symbols": ["Rb", "O", "C", "N", "C", "C", "C", "C", "C", "C", "N", "C", "C", "C", "C", "C", "N", "H", "H", "H", "H", "H", "H", "H", "H", "H", "H", "C", "C", "C", "C", "C", "C", "C", "C", "C", "C", "C", "C", "C", "C", "C", "C", "C", "H", "H", "H", "H", "H", "H", "H", "H", "H", "H", "H", "H", "H", "H", "H", "H", "H", "H", "H", "H", "H", "H", "H", "H", "H", "H", "H", "H", "H", "O", "N", "O", "C", "O", "C", "C", "Ge", "C", "C", "C", "C", "C", "C", "C", "C", "C", "C", "C", "C", "C", "C", "C", "C", "C", "C", "H", "H", "H", "H", "H", "H", "H", "H", "H", "H", "H", "H", "H", "H", "H", "H", "H", "H", "H", "F", "C", "F", "F", "C", "C", "C", "N", "C", "C", "H", "H", "H", "H"],
  "coordinates": [[-0.46338, -0.22080, 0.05599], [0.10396, -4.82669, -1.35510], [-0.22962, -3.62646, -1.21406], [-0.54158, -2.97331, -0.11391], [-0.59148, -3.82697, 1.05143], [-0.37947, -3.10205, 2.36448], [0.16510, -3.79570, 3.44713], [0.28622, -3.16776, 4.67167], [-0.13751, -1.85327, 4.79603], [-0.64170, -1.23070, 3.66903], [-0.75702, -1.82544, 2.48163], [-0.33073, -2.81318, -2.51260], [-0.04879, -3.46065, -3.71542], [-0.17824, -2.76206, -4.90267], [-0.58570, -1.43595, -4.86291], [-0.83676, -0.87182, -3.62214], [-0.71184, -1.53450, -2.47581], [0.11532, -4.66451, 0.98624], [-1.58280, -4.30387, 1.12545], [0.48859, -4.81999, 3.30952], [0.71454, -3.69196, 5.51731], [-0.05746, -1.31314, 5.72917], [-0.97119, -0.19572, 3.70984], [0.24998, -4.49801, -3.66689], [0.02786, -3.24625, -5.85042], [-0.70802, -0.84730, -5.76287], [-1.15525, 0.16292, -3.53503], [-2.90532, 1.72155, 1.20236], [-2.17901, 2.84833, 0.72570], [-2.23652, 2.79412, -0.70040], [-2.98760, 1.63835, -1.04137], [-3.41180, 0.98534, 0.12311], [-4.34892, -0.20531, 0.18688], [-4.27659, -0.88978, 1.55390], [-3.99578, -1.23813, -0.88878], [-5.79167, 0.26864, -0.04371], [-1.64229, 3.69481, -1.78580], [-0.11016, 3.57067, -1.82909], [-2.06645, 5.16539, -1.65350], [-2.12815, 3.26486, -3.17868], [-1.75758, 3.94247, 1.71717], [-2.89792, 4.97005, 1.85473], [-0.46190, 4.70198, 1.40051], [-1.53999, 3.34244, 3.11666], [-3.08711, 1.48799, 2.24111], [-3.22464, 1.31623, -2.04560], [-3.26186, -1.22882, 1.77261], [-4.94035, -1.75984, 1.57946], [-4.58540, -0.20897, 2.35069], [-2.99036, -1.63645, -0.74167], [-4.03505, -0.79531, -1.88636], [-4.69778, -2.07821, -0.86405], [-6.07408, 1.00554, 0.71146], [-6.49520, -0.57011, 0.00351], [-5.88317, 0.74460, -1.02230], [0.35756, 3.80902, -0.87715], [0.32166, 4.22037, -2.60105], [0.14510, 2.53628, -2.07436], [-1.73177, 5.63240, -0.73281], [-3.15646, 5.23459, -1.67587], [-1.66796, 5.75359, -2.48758], [-1.81290, 2.24825, -3.41476], [-1.70631, 3.93201, -3.93638], [-3.21605, 3.30511, -3.24919], [-3.10738, 5.46670, 0.90816], [-2.65234, 5.73588, 2.59968], [-3.81196, 4.46018, 2.16489], [-0.49895, 5.24650, 0.46230], [0.39680, 4.03130, 1.36461], [-0.27401, 5.43541, 2.19167], [-2.46522, 2.94736, 3.53461], [-1.17109, 4.11501, 3.79787], [-0.80907, 2.52992, 3.09286], [1.06324, 1.73845, 1.04821], [1.37411, 0.95194, 1.82898], [2.59066, -1.07746, 3.09459], [2.44143, -1.20899, 1.91884], [1.92508, -0.20850, 1.09980], [2.76126, -2.40099, 1.06963], [3.57162, -2.02648, -0.16317], [5.34710, -1.32784, 0.24264], [6.37240, -1.08071, -1.39957], [7.57186, -1.73840, -1.66258], [8.28030, -1.49038, -2.83252], [7.80092, -0.57271, -3.75502], [6.61072, 0.09732, -3.50476], [5.90447, -0.15884, -2.33900], [6.19320, -2.63328, 1.41092], [6.43010, -2.40785, 2.76445], [6.94032, -3.41183, 3.57768], [7.21455, -4.66425, 3.04867], [6.96493, -4.91350, 1.70573], [6.45664, -3.90614, 0.89834], [5.16615, 0.42977, 1.06238], [4.14440, 1.26435, 0.60498], [3.99754, 2.55423, 1.09684], [4.87445, 3.03071, 2.06165], [5.89971, 2.21584, 2.52231], [6.04454, 0.92855, 2.02260], [1.81181, -2.84132, 0.74814], [3.27157, -3.11372, 1.71885], [3.01380, -1.30165, -0.75630], [3.69504, -2.92042, -0.78121], [7.97357, -2.44432, -0.94547], [9.21148, -2.01153, -3.01800], [8.35345, -0.37538, -4.66516], [6.23660, 0.82192, -4.21574], [4.97910, 0.38473, -2.15868], [6.19193, -1.44449, 3.20616], [7.11236, -3.21537, 4.62840], [7.60981, -5.44787, 3.68282], [7.15780, -5.89413, 1.28885], [6.25191, -4.12736, -0.14445], [3.43198, 0.90005, -0.12686], [3.19224, 3.18337, 0.73524], [4.75531, 4.03149, 2.45743], [6.58762, 2.58200, 3.27430], [6.86353, 0.31380, 2.38677], [4.71733, 2.06051, -6.39837], [4.03884, 0.90630, -6.32021], [3.09412, 0.94139, -7.27353], [4.89181, -0.07725, -6.66121], [3.44069, 0.68537, -4.95790], [3.25574, 1.74297, -4.08281], [2.63015, 1.48174, -2.87104], [2.19660, 0.27571, -2.51192], [2.41440, -0.73468, -3.35330], [3.02560, -0.58270, -4.58768], [3.57344, 2.74505, -4.33163], [2.44754, 2.28889, -2.17075], [2.05848, -1.71006, -3.04058], [3.16286, -1.43707, -5.23574]],
  "forces_ev_per_a": [[-1.79, 0.08, -1.07], [0.01, -0.02, 0.03], [-0.08, -0.02, -0.10], [0.09, -0.24, 0.01], [0.04, 0.04, 0.00], [0.01, -0.05, -0.05], [-0.04, 0.00, 0.01], [0.01, 0.00, 0.01], [0.00, 0.01, -0.01], [-0.01, 0.05, 0.01], [0.04, -0.13, 0.00], [0.03, -0.04, 0.14], [0.00, 0.03, 0.00], [0.00, -0.03, -0.02], [-0.02, 0.05, 0.02], [-0.04, -0.03, 0.00], [0.03, -0.11, -0.08], [0.03, 0.03, 0.04], [0.00, -0.01, -0.01], [0.00, 0.00, 0.01], [0.00, 0.00, 0.00], [0.00, -0.01, 0.01], [0.00, 0.00, 0.01], [0.00, 0.00, -0.01], [0.00, 0.00, 0.00], [0.00, -0.02, -0.01], [0.03, 0.01, -0.03], [0.02, 0.01, -0.08], [0.07, -0.04, 0.19], [0.01, -0.07, -0.16], [0.07, 0.10, 0.01], [-0.04, -0.05, 0.04], [0.05, -0.02, 0.02], [0.00, -0.01, 0.03], [0.01, 0.00, -0.03], [-0.02, 0.02, -0.01], [0.00, 0.02, -0.01], [0.02, -0.01, -0.03], [-0.04, 0.03, 0.00], [-0.03, -0.01, 0.02], [0.00, -0.01, 0.00], [-0.03, -0.02, 0.00], [0.07, 0.03, -0.01], [0.01, -0.04, 0.02], [0.00, 0.00, 0.03], [0.01, 0.00, -0.01], [0.01, 0.00, -0.02], [-0.01, 0.00, -0.01], [-0.01, 0.00, 0.00], [0.04, -0.06, 0.01], [-0.01, 0.00, 0.00], [-0.01, 0.00, 0.00], [0.00, -0.01, 0.01], [-0.01, -0.01, 0.00], [0.00, 0.00, 0.00], [-0.01, 0.03, 0.06], [-0.01, 0.00, -0.01], [0.01, -0.02, 0.00], [-0.05, -0.01, -0.05], [0.00, -0.01, -0.02], [0.00, 0.00, 0.00], [0.01, 0.00, -0.01], [0.00, 0.00, 0.00], [0.00, 0.01, 0.00], [0.01, 0.00, -0.02], [0.00, 0.01, 0.01], [0.01, 0.00, 0.00], [0.05, -0.03, 0.04], [-0.02, -0.03, 0.03], [0.00, 0.00, 0.00], [-0.01, 0.00, 0.01], [-0.01, 0.00, 0.01], [0.01, 0.02, -0.02], [0.21, 0.45, 0.23], [0.49, 0.00, 0.42], [0.06, 0.04, -0.06], [-0.21, 0.08, 0.10], [0.17, -0.20, 0.72], [-0.09, -0.12, 0.22], [0.04, -0.15, -0.32], [0.04, 0.07, 0.03], [0.04, 0.01, -0.11], [0.02, 0.03, 0.00], [-0.02, 0.00, 0.00], [0.00, 0.01, -0.01], [0.05, -0.07, 0.04], [-0.06, 0.06, -0.01], [0.03, -0.12, 0.00], [-0.05, 0.09, 0.13], [0.01, -0.02, -0.02], [0.00, 0.01, 0.00], [0.01, 0.01, 0.01], [0.03, -0.03, 0.03], [-0.02, 0.11, 0.01], [0.21, 0.19, -0.12], [0.11, 0.08, 0.01], [-0.01, -0.04, 0.03], [-0.01, 0.00, -0.01], [0.12, 0.01, 0.00], [-0.01, 0.04, 0.03], [0.03, -0.02, -0.05], [0.04, -0.05, -0.08], [0.01, 0.06, -0.03], [-0.02, -0.02, 0.03], [0.00, 0.00, -0.01], [0.00, 0.00, 0.00], [0.00, 0.02, -0.02], [0.09, -0.06, 0.02], [0.00, -0.17, -0.04], [0.00, -0.01, 0.01], [0.00, 0.00, 0.00], [0.00, 0.00, 0.00], [0.00, 0.03, -0.01], [0.20, 0.09, -0.08], [0.04, 0.01, 0.00], [0.00, 0.00, -0.01], [0.00, 0.01, 0.00], [-0.07, 0.12, -0.08], [0.07, 0.12, 0.03], [0.07, -0.13, 0.05], [-0.13, 0.01, -0.07], [0.01, -0.02, 0.04], [-0.05, 0.03, 0.01], [-0.06, -0.03, -0.01], [-0.08, -0.01, -0.07], [0.21, 0.02, 0.07], [-0.13, 0.02, -0.01], [0.03, 0.03, 0.02], [0.01, 0.01, -0.01], [0.03, 0.00, 0.02], [-0.01, 0.00, 0.02], [0.01, 0.01, -0.01]],
  "mulliken_charge": [1.120, -0.905, -0.631, 0.369, -1.805, 0.684, -0.949, -0.416, -0.943, -0.016, 0.592, 0.351, -0.398, -0.766, -0.639, -0.040, 0.630, 0.345, 0.358, 0.491, 0.393, 0.439, 0.172, 0.549, 0.399, 0.529, 0.018, -0.685, 0.679, -0.088, -0.234, -0.864, 2.886, -2.028, -1.977, -1.998, 2.889, -1.386, -1.969, -2.378, 2.661, -1.819, -1.732, -1.836, -0.082, 0.322, 0.248, 0.466, 0.330, 0.411, 0.227, 0.503, 0.360, 0.485, 0.317, -0.049, 0.634, -0.075, 0.339, 0.347, 0.451, 0.195, 0.475, 0.448, 0.255, 0.456, 0.332, 0.280, -0.052, 0.620, 0.342, 0.527, 0.057, 0.529, -0.501, -0.615, 0.151, 0.493, 0.114, 0.126, 2.643, 0.054, -0.660, -0.675, -0.727, -0.781, 0.069, -0.218, -0.199, -0.838, -0.418, -0.873, -0.394, 0.498, 0.442, -0.596, -0.816, -1.007, -0.805, -1.155, 0.540, -1.116, 0.961, 0.395, 0.397, 0.410, 0.483, 0.270, 0.353, 0.394, 0.373, 0.389, 0.461, -0.185, 0.522, 0.440, 0.396, 0.437, -0.285, 0.756, -0.281, -0.257, 0.314, -1.248, -0.617, 0.916, -0.104, -1.265, 0.551, 0.460, 0.481, 0.596],
  "homo_lumo_gap_ha": 0.1813,
  "total_charge": -1,
  "lumo_energy_ha": 0.04939
}

Entry 3:
{
  "formula": "H28O14",
  "method": "ωB97M-V/def2-TZVPD",
  "symbols": ["O", "H", "H", "O", "H", "H", "O", "H", "H", "O", "H", "H", "O", "H", "H", "O", "H", "H", "O", "H", "H", "O", "H", "H", "O", "H", "H", "O", "H", "H", "O", "H", "H", "O", "H", "H", "O", "H", "H", "O", "H", "H"],
  "coordinates": [[0.16294, 3.38698, 0.44155], [-0.29335, 3.87354, -0.37989], [-0.53752, 3.21935, 0.97711], [-2.11161, -3.31920, -0.05108], [-2.46956, -3.61807, 0.77836], [-1.60073, -2.52236, 0.21875], [-0.93060, 2.34564, -1.39103], [-1.49012, 2.13664, -2.27242], [-0.42992, 1.53630, -1.33502], [1.36691, -3.79647, -0.77211], [0.91779, -2.90876, -0.61845], [1.89720, -3.83349, 0.01817], [-0.44214, 0.32915, 3.56240], [-1.15890, -0.06568, 3.15830], [-0.04562, 0.76044, 2.93220], [-2.19385, 0.65865, 1.52489], [-2.98433, 0.40439, 1.08210], [-1.98658, 1.56714, 1.16862], [2.69056, 3.44526, 0.05504], [1.74786, 3.64867, 0.12393], [3.25911, 4.18481, -0.33362], [0.04950, -0.97352, -0.18808], [-0.25004, -0.27020, 0.23469], [0.26704, -0.82503, -1.22606], [-2.42759, -1.36119, -1.83204], [-2.85936, -2.10627, -1.53827], [-2.69858, -1.21063, -2.61878], [3.61740, -0.93621, -2.46930], [2.72050, -0.70691, -2.13228], [3.96426, -0.05369, -2.48284], [0.53157, -3.54031, 3.73206], [0.88824, -3.03411, 3.01454], [0.26296, -4.41206, 3.34749], [1.75689, 0.55225, -1.38034], [2.04225, 1.42275, -1.28197], [1.81284, 0.34303, -0.47518], [0.10737, -1.05953, -3.27376], [0.42103, -1.72664, -3.82470], [0.79518, -0.40571, -3.19170], [-1.35890, 3.10012, 2.57734], [-2.29910, 2.96108, 2.80687], [-0.71101, 2.80985, 3.31450]],
  "forces_ev_per_a": [[1.89, 3.10, -5.09], [1.62, -1.91, 2.67], [-3.16, -0.62, 3.06], [0.48, 0.92, 0.24], [-0.32, -0.43, 0.44], [-0.12, -0.53, -0.61], [-3.07, -0.76, -4.24], [1.73, 0.80, 2.96], [0.66, -0.49, 0.29], [-1.07, 1.96, 0.18], [0.48, -1.59, -0.49], [0.57, -0.36, 0.37], [-0.79, -2.41, 6.85], [-2.48, -1.22, -1.22], [3.58, 3.65, -5.42], [1.00, 1.59, -0.30], [-0.96, -0.50, -0.75], [-0.21, -1.41, 0.60], [2.32, 0.72, -1.10], [-0.02, 0.49, 0.16], [-1.76, -1.48, 0.91], [3.15, -5.70, -5.69], [-2.40, 5.22, 2.46], [-1.52, -0.27, 3.60], [3.83, 1.28, 7.04], [-1.30, -2.82, 1.34], [-2.68, 1.72, -8.47], [-1.07, -0.40, 0.09], [0.97, -0.64, -0.27], [0.79, 0.61, -0.16], [-0.72, -1.59, 0.19], [0.25, 0.37, -0.63], [0.44, 1.23, 0.41], [-0.94, -0.60, -1.22], [1.01, 3.18, -0.60], [-0.17, -1.45, 2.02], [-1.27, 1.73, 1.71], [1.00, -1.84, -1.40], [0.55, 0.31, -0.29], [0.89, -0.18, 1.30], [1.10, -0.17, 0.54], [-2.28, 0.50, -1.50]],
  "mulliken_charge": [-0.777, 0.380, 0.320, -0.657, 0.308, 0.302, -0.651, 0.289, 0.353, -0.629, 0.324, 0.290, -0.590, 0.299, 0.264, -0.502, 0.237, 0.299, -0.662, 0.491, 0.298, -0.386, 0.160, 0.362, -0.433, 0.280, 0.187, -0.654, 0.454, 0.282, -0.631, 0.313, 0.321, -0.597, 0.173, 0.305, -0.606, 0.297, 0.265, -0.693, 0.301, 0.314],
  "homo_lumo_gap_ha": 0.3931,
  "lumo_energy_ha": -0.00474
}

ΔE to the lowest compared entry with this formula, charge and spin across the listed records, respectively: 0.00 136.30 450.48 kJ/mol.